145
Properties=species:S:1:pos:R:3:mulliken_charge:R:1 method="wB97M-V/def2-TZVPD" multiplicity=1 total_charge=-1 total_energy_ha=-184617.63181 homo_ev=-5.3
C 7.74845 -0.84173 0.93446 -0.752
C 6.30903 -1.29487 1.07158 -0.054
C 5.13655 -0.84065 -0.02632 -0.091
B 4.08985 0.30368 0.61279 -0.266
I 3.44797 -0.45855 2.55262 -0.141
C 2.94599 0.75977 -0.44305 0.583
C 1.49347 0.03614 -0.38013 -0.506
C 0.46262 0.65499 0.78340 0.347
I 1.52822 -2.16970 -0.41630 0.023
C 4.98540 1.68234 0.95677 -0.548
Br 3.89884 3.02398 2.04523 -0.103
C 5.66945 2.36917 -0.35857 0.198
C 7.19022 2.87641 0.11726 -0.988
Br 4.73285 4.02637 -1.02466 -0.124
H 7.97306 -0.00802 0.11208 0.158
H 8.63546 -1.25178 1.57994 0.165
H 6.07253 -1.96799 2.02670 0.270
H 4.57169 -1.85932 -0.28712 -0.097
H 5.61605 -0.49033 -1.04833 0.261
H 3.37986 0.55279 -1.53718 -0.002
H 2.74842 1.93711 -0.42966 -0.771
H 0.94528 0.32651 -1.40329 0.382
H 0.40028 -0.07604 1.72515 -0.228
H -0.62955 0.78925 0.32776 0.162
H 0.81696 1.68777 1.20477 -0.180
H 5.87960 1.38628 1.68940 0.394
H 5.82136 1.66571 -1.28011 0.314
H 6.98595 3.80498 0.83666 0.262
H 7.73985 2.07856 0.79390 0.286
H 7.86776 3.18845 -0.78866 0.258
C 10.24470 -4.63574 1.42611 -0.030
Br 9.18391 -3.00727 1.34182 0.134
Br 9.75770 -5.89029 0.02148 -0.047
Br 12.15286 -4.25736 1.42916 -0.073
H 10.01308 -5.11912 2.38095 -0.079
C 0.72636 4.56226 0.11665 0.236
Br -1.18670 4.37768 0.41737 -0.084
Br 1.25023 3.90350 -1.63710 -0.052
Br 1.33357 6.38598 0.41599 -0.075
H 1.22880 3.93224 0.85804 -0.138
C -2.96019 -2.03357 1.86805 -0.040
Br -3.88357 -0.33941 1.62010 0.095
Br -2.65389 -2.94519 0.17713 0.055
Br -1.31481 -1.81939 2.88348 -0.069
H -3.62104 -2.67403 2.46145 -0.014
C -6.55706 -2.96378 4.07118 -0.414
Br -7.48044 -1.26961 3.82323 0.134
Br -6.25076 -3.87539 2.38026 -0.018
Br -4.91168 -2.74960 5.08660 -0.019
H -7.21791 -3.60423 4.66458 0.347
C 12.77120 -6.92291 4.68826 -0.316
Br 13.16276 -8.82840 4.69684 0.045
Br 10.86162 -6.57699 4.55456 0.011
Br 13.56665 -6.01354 6.21293 0.003
H 13.23556 -6.50513 3.78889 0.299
C -1.94476 1.61084 4.47209 0.451
Br -0.77325 3.11291 4.07757 -0.009
Br -1.76493 1.01748 6.31590 -0.049
Br -3.79541 1.99605 4.01277 0.109
H -1.62385 0.77939 3.83589 -0.453
C -1.77170 3.27952 -4.68781 -0.222
Br -0.73389 4.89870 -4.98017 0.208
Br -0.72609 1.67674 -5.03689 0.034
Br -2.57841 3.24642 -2.91795 0.102
H -2.59210 3.29029 -5.41297 0.102
C -6.60182 2.43760 -3.80096 -0.415
Br -6.17130 3.97237 -2.68587 -0.040
Br -6.03059 2.69771 -5.64218 -0.026
Br -5.90541 0.78193 -3.05394 0.076
H -7.69309 2.34821 -3.81436 0.398
C 12.78116 -6.56172 10.51552 -0.340
Br 11.72038 -4.93325 10.43124 -0.001
Br 12.29416 -7.81627 9.11090 0.019
Br 14.68933 -6.18334 10.51858 -0.016
H 12.54954 -7.04511 11.47036 0.330
C -4.60150 -2.74935 -3.97965 -0.019
Br -4.28895 -2.11831 -5.79304 0.009
Br -6.28880 -3.70521 -3.82666 -0.022
Br -3.10901 -3.80389 -3.31280 -0.016
H -4.67716 -1.86293 -3.34125 -0.062
C -2.52902 3.26893 -8.95685 0.107
Br -3.40941 1.73019 -8.15593 -0.035
Br -0.59392 3.16485 -8.78769 -0.020
Br -3.08089 3.53916 -10.80257 -0.038
H -2.85218 4.15093 -8.39412 -0.038
C 3.13065 7.22360 -3.54500 0.165
Br 2.29001 8.91995 -3.99224 -0.092
Br 3.37427 6.10051 -5.11451 0.016
Br 4.79479 7.47531 -2.56954 -0.042
H 2.44486 6.69352 -2.87586 -0.090
C -10.62902 1.74736 2.75982 -0.365
Br -11.50941 0.20862 3.56074 0.034
Br -8.69392 1.64328 2.92898 0.001
Br -11.18089 2.01759 0.91410 -0.023
H -10.95218 2.62936 3.32255 0.351
C -5.36193 4.18568 7.22527 -0.313
Br -6.67409 3.74332 5.85894 0.032
Br -3.89363 5.23875 6.50474 0.003
Br -6.18224 5.04583 8.76524 -0.082
H -4.93518 3.24047 7.57667 0.347
C -12.85777 -1.70770 6.57614 0.447
Br -12.46621 -3.61319 6.58472 -0.010
Br -14.76735 -1.36179 6.44244 0.057
Br -12.06232 -0.79834 8.10080 0.006
H -12.39341 -1.28993 5.67677 -0.530
C -1.18555 7.66566 -8.28113 -0.314
Br -2.93538 6.98790 -7.76827 -0.064
Br -0.06777 8.02995 -6.73132 -0.015
Br -0.29874 6.49120 -9.55333 -0.008
H -1.34932 8.62179 -8.78907 0.360
C 11.70690 -12.78539 3.24067 -0.302
Br 10.64611 -11.15692 3.15638 0.007
Br 11.21989 -14.03994 1.83604 -0.041
Br 13.61506 -12.40701 3.24372 -0.049
H 11.47528 -13.26878 4.19551 0.369
C -9.51987 6.79370 7.59530 -0.172
Br -10.83203 6.35134 6.22898 -0.011
Br -8.05157 7.84676 6.87477 0.010
Br -10.34018 7.65385 9.13528 -0.031
H -9.09312 5.84848 7.94670 0.182
C -17.95230 0.00354 4.09307 -0.320
Br -16.26779 0.72552 3.44078 0.031
Br -18.40293 0.69592 5.85421 -0.013
Br -19.39697 0.27194 2.81826 -0.050
H -17.81677 -1.07779 4.19971 0.332
C -3.06129 0.03371 -13.25517 -0.343
Br -1.88979 1.53578 -13.64969 -0.022
Br -2.88146 -0.55965 -11.41136 0.013
Br -4.91194 0.41892 -13.71449 -0.014
H -2.74039 -0.79774 -13.89136 0.341
C 1.71808 -6.49023 -1.01101 -0.329
Br 3.40258 -5.76825 -1.66331 0.067
Br 1.26745 -5.79786 0.75012 -0.035
Br 0.27341 -6.22184 -2.28582 0.039
H 1.85361 -7.57157 -0.90437 0.281
C 3.72953 8.53657 -8.89020 -0.033
Br 2.80616 10.23074 -9.13815 -0.020
Br 4.03584 7.62496 -10.58112 -0.023
Br 5.37492 8.75075 -7.87478 -0.019
H 3.06869 7.89612 -8.29680 0.087
C 3.53871 -9.62395 -3.80911 -0.343
Br 4.71021 -8.12188 -4.20363 -0.004
Br 3.71854 -10.21731 -1.96530 -0.026
Br 1.68806 -9.23874 -4.26842 -0.012
H 3.85961 -10.45540 -4.44530 0.347



86
Properties=species:S:1:pos:R:3:mulliken_charge:R:1 method="wB97M-V/def2-TZVPD" multiplicity=1 total_charge=-1 total_energy_ha=-5350.32031 homo_ev=-4.4
C 1.32567 -1.19454 0.22799 0.165
C 2.79536 -0.61406 -0.08701 -0.401
C 2.97186 -0.08233 -1.58480 -0.392
Br 4.95785 0.11385 -1.86321 -0.214
C 2.16113 1.26797 -1.91596 1.005
C 2.96561 2.37352 -2.81350 -0.953
C 3.18961 1.85738 -4.30972 -0.009
O 4.29521 1.91059 -4.91707 -0.558
C 1.79438 2.18050 -0.60569 -0.326
O 0.43763 1.77526 -0.30223 -0.109
P -0.49855 1.62400 -1.77192 1.849
C -1.41540 1.89969 -3.43482 -0.863
C -2.08559 0.59929 -4.06427 0.452
O -2.03176 0.47900 -5.31956 -0.624
O -2.78265 -0.41969 -3.33792 -0.115
C -2.33880 -1.72803 -3.69355 0.461
C -1.45903 -2.49275 -2.60202 0.072
O -2.60966 -2.32983 -4.74518 -0.597
Si -2.24680 1.73871 -0.40496 0.716
C -3.95878 1.75988 -1.27213 -1.138
C -2.16136 3.29762 0.74423 -0.996
C -2.21165 0.12877 0.68768 0.332
O 0.93619 1.14445 -2.70380 -0.455
H 0.68786 -0.47589 0.84866 -0.239
H 0.81164 -1.51156 -0.73432 -0.419
H 1.47940 -2.12984 0.88229 0.509
H 3.51100 -1.51266 0.02156 0.518
H 3.14449 0.13241 0.71254 -0.111
H 2.64774 -0.93276 -2.28649 0.404
H 3.91555 2.74479 -2.30956 0.329
H 2.25802 3.28150 -2.86161 0.466
H 2.32185 1.37829 -4.88056 0.323
H 2.49535 2.11789 0.28970 -0.415
H 1.69217 3.31168 -0.77697 0.304
H -0.24201 3.06775 -1.87586 -0.318
H -0.70420 0.18034 -1.69095 -1.249
H -0.60768 2.22866 -4.18655 0.319
H -2.15097 2.78646 -3.39888 0.494
H -0.52584 -1.84494 -2.42703 -0.501
H -2.04608 -2.59665 -1.62597 0.208
H -1.07858 -3.49690 -2.98136 0.365
H -4.02357 2.39694 -2.21062 0.299
H -4.31656 0.68373 -1.41079 0.199
H -4.69940 2.23223 -0.51865 0.333
H -2.87654 3.11440 1.63325 0.242
H -2.60228 4.17774 0.14013 0.244
H -1.10324 3.54374 1.08235 0.159
H -1.64526 -0.71496 0.14174 -0.100
H -3.27399 -0.23990 0.88000 0.389
H -1.61024 0.34740 1.63386 -0.754
C 0.53077 -0.08958 6.50789 -0.414
C 0.70919 -0.19899 5.19088 -0.310
C -0.25874 0.38149 4.23531 0.101
O -0.09852 0.28113 3.03530 -0.296
C -1.43018 1.08866 4.79568 -0.302
C -1.60835 1.19788 6.11290 -0.393
C -0.64094 0.61771 7.06849 0.306
O -0.80161 0.71858 8.27070 -0.579
H 1.22850 -0.50882 7.22210 0.416
H 1.56171 -0.71282 4.76357 0.499
H -2.12791 1.50797 4.08110 0.418
H -2.46066 1.71158 6.53992 0.425
C -3.11927 -6.76381 -4.33055 -0.488
C -3.16460 -5.69148 -3.53885 -0.012
C -3.70782 -5.77383 -2.16604 0.359
O -3.75227 -4.79578 -1.44362 -0.514
C -4.19686 -7.09121 -1.70439 -0.431
C -4.15122 -8.16311 -2.49596 -0.378
C -3.60803 -8.08038 -3.86920 0.336
O -3.56481 -9.05972 -4.59097 -0.569
H -2.72574 -6.72107 -5.33834 0.445
H -2.81005 -4.71928 -3.86175 0.403
H -4.59064 -7.13376 -0.69649 0.414
H -4.50564 -9.13457 -2.17407 0.395
C 3.39752 2.65314 3.62987 -0.201
C 3.62952 3.13341 4.85208 -0.448
C 4.90061 3.81377 5.18010 0.296
O 5.11409 4.25060 6.29571 -0.573
C 5.90335 3.94248 4.10079 -0.400
C 5.67151 3.46231 2.87857 -0.367
C 4.40053 2.78203 2.55092 -0.092
O 4.18641 2.34538 1.43736 -0.306
H 2.47254 2.15129 3.37153 0.671
H 2.90586 3.04829 5.65342 0.457
H 6.82779 4.44398 4.35845 0.393
H 6.39492 3.54733 2.07714 0.438



What did we get for gap between HOMO and LUMO? Answer: 5.6770 4.2401 eV, in the order shown.